[1]
The molecule C17H15Cl2N5OS in a non-equilibrium geometry. Source: the OMol25 dataset; level of theory: ωB97M-V with the def2-TZVPD basis set.

XYZ file:
```
41
Properties=species:S:1:pos:R:3:forces:R:3:mulliken_charge:R:1
Cl 2.8219 2.3098 1.3574 -0.2 0.4 -0.1 -0.20
Cl 4.4266 6.2463 -2.0012 -0.3 -0.1 0.5 -0.21
S -0.4830 -0.2240 -0.0410 -1.1 -0.6 -0.3 -0.33
O -2.2149 4.0788 0.1291 0.2 -1.5 0.3 -0.70
N -1.2070 -6.4983 -0.1049 -0.2 -1.0 0.0 -0.20
N -2.4314 1.8720 -0.3121 2.9 -0.1 1.0 -0.08
N -1.1342 -4.2797 -0.2611 -1.6 3.3 -0.4 -0.55
N 0.8579 -5.4821 -0.0112 0.3 -1.7 -0.3 -0.53
N -0.5388 2.8018 0.9428 -1.8 -0.3 0.1 0.22
C 1.5301 -4.3729 -0.0510 1.8 0.5 0.2 -0.29
C -1.1767 -1.8432 -0.3390 -1.3 -0.1 -0.6 0.28
C 3.2084 5.5890 -0.9227 -0.9 0.2 -0.3 0.32
C -1.7269 2.9402 0.2537 -0.6 3.0 -0.1 0.53
C -2.9446 -0.3932 -0.8131 -0.3 -1.1 -0.3 -0.36
C -2.4827 -1.7616 -0.7993 1.5 1.9 0.8 -0.78
C -0.7120 -7.8011 0.3645 0.7 1.4 0.6 -0.81
C 3.4689 4.4232 -0.2289 -0.2 -0.7 0.8 -0.61
C 0.9353 -3.1613 -0.1171 -0.8 2.7 0.1 -0.64
C 0.1433 3.9084 1.6307 0.1 -0.1 -0.6 -1.53
C -0.4650 -3.1242 -0.2082 1.2 0.0 -0.3 0.86
C -0.4537 -5.3678 -0.1620 0.1 -2.2 0.9 0.40
C 2.4446 3.8163 0.5519 0.3 1.5 -0.8 0.51
C 1.1804 4.4444 0.6760 1.0 0.3 0.2 0.45
C -2.0148 0.5484 -0.4396 -1.2 -1.3 0.1 0.34
C 0.9426 5.6230 -0.0513 1.3 -0.1 -0.3 -0.32
C 1.9413 6.1888 -0.8627 -0.3 -0.3 0.2 -0.61
H 2.6316 -4.3815 -0.0193 -0.5 -0.5 0.1 0.35
H -3.0497 -2.6258 -1.0884 -0.1 -0.1 0.0 0.48
H -0.0276 1.9802 0.7744 0.9 -0.9 0.2 0.05
H -0.0093 6.1315 0.0116 -0.1 -0.2 0.1 0.40
H -3.2795 2.1190 -0.7699 -0.4 0.4 -0.2 0.24
H 4.4859 4.0174 -0.2428 -0.6 -0.1 -0.1 0.38
H -0.0277 -8.2269 -0.3600 0.1 -0.2 -0.1 0.25
H -3.9947 -0.1700 -1.0582 0.7 0.2 0.1 0.29
H -0.5543 4.7029 1.9281 0.0 -0.5 -0.4 0.50
H -2.2068 -6.3636 -0.2165 0.5 0.0 0.2 0.27
H -0.1521 -7.6772 1.3441 -0.7 -0.2 -1.1 0.25
H 1.7059 7.0892 -1.4377 0.3 -0.4 0.2 0.38
H 0.6454 3.5633 2.5542 -0.4 -0.2 -0.5 0.37
H 1.4852 -2.1991 -0.0882 -0.2 -0.9 -0.1 0.27
H -1.5679 -8.4402 0.4889 -0.2 -0.3 0.1 0.33
```
Positions in Å, forces in eV/Å.

Values from the calculation:
* net charge: 0
* Kohn-Sham gap: 8.11 eV
* highest occupied orbital energy: -0.297 Ha
* SMILES: CNc1nccc(-c2ccc(NC(=O)NCc3ccc(Cl)cc3Cl)s2)n1
* molecular weight: 408.3 g/mol



[2]
C17H15ClO3Pd as an isolated structure in a non-equilibrium geometry. Source: the OMol25 dataset; level of theory: ωB97M-V with the def2-TZVPD basis set.

XYZ file:
```
37
Properties=species:S:1:pos:R:3:forces:R:3:mulliken_charge:R:1
Pd 0.3051 1.5925 0.9146 -4.8 -4.8 5.6 0.69
Cl -2.7147 0.9484 0.4554 0.8 -0.3 -0.3 -0.38
O 0.2026 0.7371 3.3565 0.0 -0.1 -1.7 -0.85
O 0.1483 -3.3380 3.3913 0.3 0.5 -0.7 -0.71
O 0.7541 -1.2099 2.3199 -0.7 0.9 -0.2 -0.69
C -0.5525 -0.6333 5.7067 0.6 -0.5 -0.1 -0.36
C 2.1927 2.4446 0.8628 1.2 0.5 -0.5 -0.31
C 1.1497 3.3398 0.4279 0.8 0.6 -1.5 -0.30
C 2.1689 1.2708 0.0151 2.3 0.2 -0.6 -0.71
C -0.7868 -1.3518 6.8837 -0.1 -0.2 -0.2 -0.62
C -0.3097 -3.4477 5.7246 0.0 0.5 -0.8 -0.68
C -1.9798 -1.6845 -1.9837 0.1 0.0 1.1 -0.37
C -0.0923 -2.7005 4.5374 0.3 0.5 0.1 0.52
C -0.1570 -2.8893 -1.2018 1.0 1.0 -1.2 -0.23
C -0.0922 -1.2734 4.5338 -0.9 -0.9 0.9 -0.08
C 1.2496 1.4931 -1.0328 0.0 -0.4 -1.5 0.50
C -1.5406 -2.5877 -0.9628 -0.6 1.4 -0.4 -0.39
C -0.8741 -1.4331 -2.8649 0.5 -0.2 0.8 -0.32
C 0.2530 -2.1718 -2.3759 -0.5 -0.4 1.0 -0.36
C -0.6424 -2.7671 6.8827 0.1 0.6 -0.3 -0.19
C 0.2849 -0.5195 3.2915 0.4 0.1 0.9 1.08
C 0.5196 2.6730 -0.7384 0.5 1.8 -1.3 -1.17
H -2.0892 -2.7833 -0.0379 0.2 -0.2 -0.5 0.42
H -2.9072 -1.1145 -1.9399 0.1 -0.5 -0.3 0.47
H -0.2163 -4.5386 5.6332 -0.1 0.6 0.3 0.37
H -0.7853 -3.3467 7.7838 -0.1 0.1 0.2 0.37
H -0.6664 0.4439 5.6616 0.1 -0.1 0.2 0.39
H 0.3955 -2.5334 2.7295 0.0 -1.0 0.7 0.42
H 2.8409 2.6708 1.7102 -0.2 -0.4 -0.3 0.40
H 1.2747 -2.0750 -2.7527 -0.5 -0.3 0.1 0.42
H 1.1473 0.8535 -1.9487 -0.3 0.6 1.3 0.30
H 0.5047 -3.4062 -0.5033 -0.3 0.0 -0.4 0.41
H -1.0799 -0.8142 7.8000 0.1 -0.4 -0.6 0.34
H -0.8306 -0.6699 -3.6477 -0.2 -0.5 0.2 0.43
H 0.9544 4.3028 0.9018 -0.2 -0.4 -0.4 0.40
H 2.7673 0.3514 0.0307 -0.1 0.7 0.5 0.34
H -0.4361 2.8239 -1.2192 0.2 0.9 -0.2 0.45
```
Positions in Å, forces in eV/Å.

Values from the calculation:
* net charge: 0
* Kohn-Sham gap (alpha / beta): 7.59 / 2.78 eV
* ⟨S²⟩: 6.018
* spin multiplicity: 5
* highest occupied orbital energy (alpha / beta): -0.269 / -0.269 Ha
* molecular weight: 409.2 g/mol



[3]
The molecule C17H15F13O2 in a non-equilibrium geometry. Source: the OMol25 dataset; level of theory: ωB97M-V with the def2-TZVPD basis set.

XYZ file:
```
47
Properties=species:S:1:pos:R:3:forces:R:3:mulliken_charge:R:1
F 4.6101 -0.1347 0.6254 -1.5 -0.5 -0.3 -0.31
F 4.0819 -1.6040 -1.6510 0.3 -2.7 0.3 -0.28
F 6.0123 1.4115 -0.5742 -0.2 -0.4 -1.0 -0.24
F 4.8432 -0.1184 -3.6013 -0.3 0.4 1.7 -0.28
F 8.3827 1.6197 -2.0856 -3.1 -1.1 -0.6 -0.26
F 2.5028 -0.2832 -2.2858 -0.7 -0.1 0.6 -0.31
F 2.6328 -2.1599 0.6813 0.3 -1.3 0.0 -0.29
F 7.5513 0.3409 -3.7119 -1.3 1.6 2.3 -0.25
F 6.5963 -0.6307 -1.2970 -1.2 1.6 -0.3 -0.28
F 6.6616 2.3390 -3.2668 0.2 -0.9 0.4 -0.21
F 3.0890 1.3013 -0.0617 -0.3 -0.7 0.6 -0.31
F 4.1584 1.7433 -2.5624 0.7 -2.1 0.3 -0.30
F 2.4532 -0.4627 2.0526 -0.6 -0.5 -0.6 -0.35
O -4.7205 0.2882 3.3545 -0.1 -2.3 -1.3 -0.69
O -6.4032 2.4627 2.4999 1.6 -1.5 2.5 -0.56
C -2.5974 -1.7012 1.3357 1.0 -0.1 0.5 -0.48
C 7.1418 1.2342 -2.6916 2.5 -0.1 -0.9 0.61
C 2.2700 -0.8986 0.7406 1.2 3.1 0.3 0.82
C 0.8684 -0.6701 0.2309 0.5 0.2 -0.1 -0.98
C -5.5681 2.3481 0.3236 -0.2 0.7 1.0 -0.47
C -4.0166 -1.6307 0.9796 -2.4 1.1 -1.5 -1.44
C -5.0885 1.6516 -0.7338 1.0 -1.9 2.5 -0.89
C -0.2047 -1.2963 1.1154 0.4 -0.2 -2.4 -0.88
C -4.8736 0.6319 2.0089 -0.6 0.2 -2.6 0.64
C 6.0334 0.6032 -1.6460 3.4 -0.5 -1.2 0.56
C -5.6023 1.7852 1.6354 0.4 0.4 -1.0 0.16
C 3.6149 -0.4021 -1.5313 0.7 1.7 -0.9 0.38
C 4.6568 0.4353 -2.3595 -0.1 2.4 0.0 0.61
C -4.5127 -0.1567 0.8425 0.9 -0.3 1.0 0.80
C 3.4006 -0.0295 -0.0110 0.1 0.4 -1.0 0.78
C -4.5499 0.3864 -0.4372 -1.6 0.4 0.8 -0.63
C -1.5725 -0.9832 0.4284 -0.1 -2.1 2.7 -0.66
H -0.0453 -0.9788 2.1357 -0.6 0.3 0.3 0.45
H -4.0747 -2.1202 -0.0422 -0.8 0.4 1.2 0.37
H -2.3046 -2.7462 1.4076 0.1 -0.2 -0.1 0.47
H -4.5152 -0.2758 -1.2522 0.8 -0.9 -0.9 0.39
H -6.1156 1.9790 3.3391 -1.3 1.4 -0.7 0.35
H -4.5899 -0.7263 3.3687 -0.3 2.4 0.2 0.38
H 0.6666 0.3924 0.0942 0.3 0.1 0.2 0.47
H -1.6886 -1.4259 -0.5331 0.5 -0.5 -1.0 0.30
H -0.0164 -2.3771 1.0732 -0.3 0.1 0.2 0.31
H -1.7718 0.0407 0.2968 -0.2 1.5 0.2 0.58
H -2.5405 -1.3424 2.3350 0.6 0.6 1.1 0.32
H -5.1090 1.9358 -1.7191 -0.1 1.1 -2.1 0.52
H -4.7315 -2.0919 1.7272 1.0 -0.2 -0.9 0.31
H 0.8765 -1.0729 -0.7876 -0.3 -0.2 0.2 0.41
H -5.8915 3.3892 0.2099 -0.3 -0.6 0.2 0.35
```
Positions in Å, forces in eV/Å.

Values from the calculation:
* net charge: 0
* Kohn-Sham gap: 8.69 eV
* highest occupied orbital energy: -0.308 Ha
* SMILES: Oc1cccc(CCCCCC(F)(F)C(F)(F)C(F)(F)C(F)(F)C(F)(F)C(F)(F)F)c1O
* molecular weight: 498.3 g/mol



[4]
A 2-piece molecular cluster, C17H15F2NO2 overall in a non-equilibrium geometry. Source: the OMol25 dataset; level of theory: ωB97M-V with the def2-TZVPD basis set.

XYZ file:
```
37
Properties=species:S:1:pos:R:3:forces:R:3:mulliken_charge:R:1
F 0.7830 5.4534 -2.3330 -0.2 -1.1 0.2 -0.30
F 1.0369 -4.9924 -1.9292 -0.3 1.0 0.1 -0.30
O -1.9852 0.9969 1.8141 -0.9 2.2 -1.6 -0.68
O 0.7046 1.1856 1.9733 0.6 2.3 -1.1 -0.60
N -0.5619 -0.5834 2.6389 -0.2 -1.8 0.5 -0.51
C 0.6012 0.0557 2.3909 -1.2 -0.6 0.3 0.78
C -0.3197 0.2560 -0.6807 0.1 0.4 0.1 -0.32
C 1.4524 -2.6673 -2.2006 0.5 -0.4 -0.4 -0.83
C 0.0738 -1.0498 -1.0494 0.3 -0.2 -0.2 0.93
C 1.0366 3.1141 -2.6829 0.4 0.3 -0.6 -0.80
C -0.6411 -2.1280 -0.4866 0.0 0.5 -0.1 -0.27
C 1.1553 -1.3645 -1.8948 -0.2 -0.1 0.1 -0.33
C 0.7113 -3.7099 -1.6623 -0.1 0.1 0.4 0.34
C 0.5239 4.1816 -1.9568 -0.1 -0.1 0.5 0.33
C 0.0213 1.5427 -1.1542 0.1 -0.1 -0.2 0.72
C -0.4859 2.6426 -0.4284 -0.2 -0.4 0.2 -0.32
C -0.2456 3.9284 -0.8296 0.1 1.0 -0.1 -0.71
C -1.7761 -0.0526 2.3793 1.6 -0.7 0.9 0.72
C -2.9449 -0.8476 2.8440 -0.4 -0.9 0.2 -1.32
C 0.7832 1.8191 -2.3071 -0.2 0.2 0.1 -0.42
C 1.8483 -0.7093 2.6713 0.4 -1.0 0.1 -1.16
C -0.3318 -3.4240 -0.7950 0.0 -1.0 -0.1 -0.67
H -1.4572 -1.9174 0.1827 -0.1 0.0 0.2 0.32
H -1.0290 0.2829 0.1270 -0.4 0.2 0.4 0.21
H 2.2871 -0.3839 3.6139 0.0 0.1 0.0 0.30
H 2.5774 -0.5410 1.8785 0.0 0.1 0.0 0.28
H -3.7343 -0.8255 2.0938 -0.1 0.2 0.0 0.34
H 1.1187 1.0165 -2.9353 0.1 0.0 -0.2 0.40
H -1.0552 2.4450 0.4678 0.0 -0.1 0.2 0.60
H 2.2815 -2.9103 -2.8413 0.2 0.0 -0.1 0.45
H -0.8815 -4.2393 -0.3589 -0.1 -0.2 0.1 0.47
H -0.6297 4.7610 -0.2668 -0.1 0.1 0.1 0.47
H 1.6429 3.3296 -3.5453 0.1 0.0 -0.3 0.45
H 1.6334 -1.7751 2.7370 0.1 0.0 0.1 0.31
H -3.3332 -0.4203 3.7681 0.0 0.0 0.0 0.36
H -2.6536 -1.8830 3.0198 -0.1 0.0 0.2 0.33
H 1.7933 -0.5863 -2.2624 0.2 0.1 -0.1 0.40
```
Positions in Å, forces in eV/Å.

Values from the calculation:
* net charge: 0
* Kohn-Sham gap: 4.96 eV
* highest occupied orbital energy: -0.283 Ha
* molecular weight: 303.3 g/mol